# 1
{
  "formula": "C16H18N2O3",
  "method": "ωB97M-V/def2-TZVPD",
  "symbols": ["C", "H", "H", "H", "C", "H", "H", "H", "H", "H", "C", "C", "O", "H", "C", "C", "C", "C", "H", "H", "H", "H", "C", "O", "N", "C", "H", "C", "H", "H", "C", "C", "C", "H", "C", "O", "H", "N", "C"],
  "positions_angstrom": [[-2.287, -2.022, -1.223], [3.921, 3.671, 0.672], [-5.018, -3.636, 0.256], [-3.157, 0.089, 0.850], [-4.198, -1.503, 0.498], [1.813, -0.340, 0.431], [-0.663, -3.265, -3.866], [-0.844, 2.819, 1.291], [-5.041, -1.274, 1.155], [-1.365, -4.447, -2.688], [0.652, -0.024, 0.617], [4.122, 2.589, 0.960], [3.568, 0.440, 1.215], [-1.290, 1.012, 1.721], [5.271, 1.978, 0.923], [-2.066, -0.987, -0.646], [-0.771, 1.739, 0.877], [-1.516, 1.605, -0.427], [-2.496, -3.471, -3.708], [6.334, 2.272, 0.633], [5.468, -0.387, 1.483], [-0.821, 1.982, -1.146], [-1.448, -3.453, -3.072], [1.315, 3.376, 1.269], [0.673, 1.220, 1.095], [0.199, -0.312, -0.735], [-2.448, 1.782, -0.372], [2.985, 1.706, 0.890], [0.288, -0.890, 1.132], [0.300, -1.402, -1.286], [-4.251, -2.686, -0.235], [-3.278, -2.960, -0.851], [1.471, 2.241, 1.152], [-3.289, -3.952, -1.634], [-3.296, -0.631, 0.356], [-1.452, -2.075, -2.333], [0.637, 0.297, -1.505], [-1.112, 0.114, -0.973], [4.994, 0.534, 1.314]],
  "relative_energy_kj_mol": 1625.3,
  "homo_lumo_gap_ha": 0.310,
  "multiplicity": 1,
  "homo_ev": -7.7786,
  "e_tot_ha": -955.1947,
  "smiles": "COc1ccccc1N1CCN(C(=O)c2ccco2)CC1"
}


# 2
{
  "formula": "C16H18N2OS",
  "method": "ωB97M-V/def2-TZVPD",
  "symbols": ["H", "C", "C", "C", "H", "C", "H", "C", "H", "N", "H", "O", "C", "H", "H", "H", "C", "C", "N", "C", "H", "C", "C", "H", "S", "C", "C", "C", "H", "H", "H", "H", "H", "H", "H", "H", "C", "C"],
  "positions_angstrom": [[3.928, -2.549, 1.438], [2.906, -2.868, 1.406], [1.998, -1.700, 1.012], [0.504, -2.074, 1.177], [-0.130, -1.173, -0.605], [1.133, -3.984, 2.774], [-1.697, 5.101, -4.548], [2.544, -3.372, 2.802], [1.339, 2.890, -2.599], [-2.919, 2.339, -1.096], [2.222, -1.394, -0.001], [0.934, 1.367, -0.606], [0.141, -3.162, 1.933], [-1.477, -1.856, 0.346], [-3.902, 2.550, -1.222], [2.598, -2.551, 3.531], [-0.227, 1.654, -0.708], [-0.787, 0.063, 1.077], [-1.211, 1.070, 0.094], [-1.418, 4.441, -3.760], [1.189, -5.010, 2.341], [-0.077, 4.068, -3.690], [-2.361, 3.873, -2.881], [3.283, -4.083, 3.146], [-3.770, 0.630, 0.655], [-0.521, -1.326, 0.408], [-2.539, 1.380, -0.161], [0.314, 3.171, -2.705], [-0.897, -3.508, 1.972], [2.162, -0.838, 1.663], [2.801, -3.669, 0.679], [-1.567, -0.084, 1.826], [0.130, 0.436, 1.594], [-3.395, 4.189, -2.994], [0.674, -4.012, 3.806], [0.654, 4.449, -4.394], [-0.614, 2.591, -1.800], [-1.948, 2.948, -1.912]],
  "relative_energy_kj_mol": 62.7,
  "homo_lumo_gap_ha": 0.317,
  "multiplicity": 1,
  "homo_ev": -8.4732,
  "e_tot_ha": -1203.4601,
  "smiles": "O=c1c2ccccc2[nH]c(=S)n1CCC1=CCCCC1"
}


# 3
{
  "formula": "C16H18N4O2",
  "method": "ωB97M-V/def2-TZVPD",
  "symbols": ["O", "C", "H", "H", "C", "C", "C", "H", "H", "C", "C", "C", "H", "H", "N", "H", "H", "C", "H", "H", "N", "N", "H", "H", "C", "H", "C", "O", "C", "H", "C", "H", "C", "C", "H", "H", "C", "H", "C", "N"],
  "positions_angstrom": [[-5.793, 0.386, -0.925], [4.823, -0.383, 0.492], [7.910, 0.920, 0.051], [-2.318, -4.658, -0.514], [-3.763, -0.621, -0.303], [6.089, 1.794, -0.664], [2.613, 0.506, -0.273], [-1.305, 0.936, 1.180], [-0.026, 0.393, -0.516], [1.813, -0.448, 0.237], [-1.994, -3.634, -0.678], [-5.073, 2.874, -0.087], [-5.281, 3.276, 0.904], [-4.101, -1.569, -0.678], [-1.639, -1.475, 0.471], [4.138, 2.430, -1.251], [2.153, 1.316, -0.827], [-4.683, 0.474, -0.441], [-1.467, -3.301, 1.380], [-0.961, -3.643, -1.014], [-2.173, 0.801, 0.679], [-4.208, 1.714, 0.022], [-2.609, -3.194, -1.459], [6.775, -1.015, 1.076], [4.716, 1.673, -0.740], [6.580, 2.643, -1.115], [4.054, 0.583, -0.164], [-2.605, 2.988, 1.013], [6.836, 0.827, -0.010], [-4.583, 3.645, -0.682], [6.196, -0.259, 0.566], [4.344, -1.237, 0.945], [-2.985, 1.918, 0.597], [-2.528, -0.452, 0.242], [-3.136, -2.825, 0.984], [-5.993, 2.549, -0.567], [0.394, -0.432, 0.065], [2.201, -1.278, 0.807], [-2.107, -2.843, 0.622], [-0.301, -1.380, 0.575]],
  "relative_energy_kj_mol": 190.5,
  "homo_lumo_gap_ha": 0.281,
  "multiplicity": 1,
  "homo_ev": -8.0195,
  "e_tot_ha": -990.0018,
  "smiles": "CCN(/N=C/C=C/c1ccccc1)c1cc(=O)n(C)c(=O)[nH]1"
}


# 4
{
  "formula": "C16H18N4O3S",
  "method": "ωB97M-V/def2-TZVPD",
  "symbols": ["H", "C", "C", "H", "N", "O", "C", "H", "C", "H", "C", "C", "C", "C", "C", "H", "H", "N", "O", "C", "N", "H", "H", "H", "C", "C", "C", "N", "O", "C", "H", "H", "H", "H", "S", "H", "H", "H", "H", "H", "C", "C"],
  "positions_angstrom": [[2.129, 1.461, -1.558], [-2.062, -0.943, -2.322], [1.933, 0.029, 2.300], [3.090, 3.194, -2.704], [1.374, -0.711, 3.345], [2.943, 3.928, -0.757], [-2.553, -3.125, -1.444], [1.830, 4.426, -2.434], [2.840, 4.106, -2.151], [-3.389, -1.305, -0.687], [-0.238, 0.756, -0.467], [-2.242, 0.540, -2.282], [-2.731, -1.753, -1.415], [-0.342, -0.254, 1.387], [-1.210, -1.523, -3.254], [3.021, 1.267, -0.016], [1.999, -0.917, 4.117], [-0.771, -0.981, 2.455], [3.090, 0.391, 2.328], [0.949, 0.247, 1.285], [-1.072, 0.072, 0.300], [-0.366, -3.335, -4.007], [-2.832, -0.680, 2.438], [3.555, 4.884, -2.409], [-1.031, -2.893, -3.280], [-1.701, -3.697, -2.373], [1.940, 3.138, -0.187], [0.997, 0.891, 0.065], [-0.208, -1.876, 4.468], [2.101, 1.631, -0.477], [-1.558, -4.768, -2.390], [-2.601, 0.933, -3.234], [-2.275, -2.163, 1.635], [-2.239, -2.049, 3.420], [-0.649, 1.404, -2.018], [-3.078, -3.750, -0.736], [2.013, 3.302, 0.892], [-2.905, 0.844, -1.475], [-0.682, -0.892, -3.955], [0.946, 3.462, -0.537], [-2.118, -1.502, 2.488], [0.103, -1.236, 3.490]],
  "relative_energy_kj_mol": 0.0,
  "homo_lumo_gap_ha": 0.314,
  "multiplicity": 1,
  "homo_ev": -8.1351,
  "e_tot_ha": -1463.4947,
  "smiles": "COCCn1c(SCc2ccccc2)nc2c1c(=O)[nH]c(=O)n2C"
}